[1]
{
  "formula": "C5H11ClS",
  "method": "ωB97M-V with the def2-TZVPD basis set",
  "de_lowest_kj_mol": 273.3,
  "lumo_energy_ev": [0.21, -0.02],
  "e_homo_ev": [-7.62, -7.25],
  "symbols": ["C", "C", "C", "C", "C", "S", "Cl", "H", "H", "H", "H", "H", "H", "H", "H", "H", "H", "H"],
  "positions_angstrom": [[1.230, -1.160, 0.516], [0.658, -0.511, -1.866], [1.090, 2.039, 1.311], [-2.707, 0.143, 0.465], [1.109, -0.112, -0.466], [0.976, 1.538, -0.312], [-2.977, -1.545, -0.298], [0.280, -1.667, 0.564], [2.026, -1.991, 0.444], [1.485, -0.727, 1.514], [1.394, -0.211, -2.627], [-0.244, -0.050, -2.155], [0.785, -1.558, -1.904], [1.903, 1.671, 1.842], [-2.661, -0.177, 1.509], [1.049, 3.186, 1.336], [-1.748, 0.484, 0.000], [-3.648, 0.648, 0.128]],
  "atomic_forces_ev_per_a": [[1.97, -0.80, 2.64], [2.83, 0.57, 0.19], [-0.81, 2.62, -2.08], [-0.44, -1.64, -1.36], [-0.60, 1.67, -2.34], [0.03, -0.80, 1.81], [0.25, 0.50, 0.04], [-0.51, -0.38, 0.21], [-0.98, 1.34, -0.71], [-0.58, -0.29, -0.54], [-0.03, 0.30, 0.18], [-1.46, -0.14, -0.31], [-0.98, -1.37, -0.25], [1.13, -0.96, 1.22], [0.09, 1.01, -0.18], [-0.07, -1.78, -0.05], [-1.08, 0.08, 0.79], [1.26, 0.07, 0.73]],
  "lowdin_charge": [-0.124, -0.147, -0.419, -0.398, -0.685, 0.960, 0.349, 0.071, 0.118, 0.077, 0.078, 0.046, 0.063, -0.052, 0.020, 0.005, 0.002, 0.036]
}


[2]
{
  "formula": "C5H11FN",
  "method": "ωB97M-V with the def2-TZVPD basis set",
  "total_charge": 1,
  "de_lowest_kj_mol": 621.6,
  "lumo_energy_ev": -5.05,
  "e_homo_ev": -13.40,
  "symbols": ["C", "C", "C", "C", "C", "N", "F", "H", "H", "H", "H", "H", "H", "H", "H", "H", "H", "H"],
  "positions_angstrom": [[-0.502, 2.116, -0.437], [-0.802, -0.980, 0.247], [0.758, 2.027, 0.299], [0.063, -2.914, 1.544], [0.101, -1.959, 0.383], [-0.482, 2.216, -1.938], [-0.833, -0.140, -0.887], [-1.695, -0.932, 0.668], [1.576, 2.612, -0.224], [0.631, 2.198, 1.400], [1.342, 1.065, 0.382], [-0.576, -2.563, 2.317], [-0.194, -4.051, 1.197], [1.093, -3.087, 2.024], [0.951, -1.998, -0.352], [-0.687, 1.198, -1.972], [0.556, 2.525, -2.378], [-1.302, 2.666, -2.274]],
  "atomic_forces_ev_per_a": [[-0.95, 0.49, 0.91], [3.62, -1.86, -2.37], [1.63, -0.16, -0.41], [1.76, -3.04, -0.81], [0.56, 1.13, -0.64], [4.93, -0.36, 1.43], [0.58, -0.62, 0.35], [-3.66, 0.55, 2.33], [-0.71, 0.08, 0.81], [-0.12, 0.57, -1.17], [-1.05, 0.08, -0.70], [-0.77, -0.03, 0.53], [0.21, 2.88, 0.71], [-1.34, 0.63, -0.84], [-0.93, -0.09, 0.77], [0.38, -0.16, -1.12], [-3.54, -1.07, 0.70], [-0.57, 0.99, -0.48]],
  "lowdin_charge": [0.021, -0.084, -0.109, -0.102, -0.114, 0.124, -0.100, 0.080, 0.110, 0.110, 0.117, 0.055, 0.142, 0.101, 0.133, 0.126, 0.256, 0.135]
}


Repeat the second record exactly.
{
  "formula": "C5H11FN",
  "method": "ωB97M-V with the def2-TZVPD basis set",
  "total_charge": 1,
  "de_lowest_kj_mol": 621.6,
  "lumo_energy_ev": -5.05,
  "e_homo_ev": -13.40,
  "symbols": ["C", "C", "C", "C", "C", "N", "F", "H", "H", "H", "H", "H", "H", "H", "H", "H", "H", "H"],
  "positions_angstrom": [[-0.502, 2.116, -0.437], [-0.802, -0.980, 0.247], [0.758, 2.027, 0.299], [0.063, -2.914, 1.544], [0.101, -1.959, 0.383], [-0.482, 2.216, -1.938], [-0.833, -0.140, -0.887], [-1.695, -0.932, 0.668], [1.576, 2.612, -0.224], [0.631, 2.198, 1.400], [1.342, 1.065, 0.382], [-0.576, -2.563, 2.317], [-0.194, -4.051, 1.197], [1.093, -3.087, 2.024], [0.951, -1.998, -0.352], [-0.687, 1.198, -1.972], [0.556, 2.525, -2.378], [-1.302, 2.666, -2.274]],
  "atomic_forces_ev_per_a": [[-0.95, 0.49, 0.91], [3.62, -1.86, -2.37], [1.63, -0.16, -0.41], [1.76, -3.04, -0.81], [0.56, 1.13, -0.64], [4.93, -0.36, 1.43], [0.58, -0.62, 0.35], [-3.66, 0.55, 2.33], [-0.71, 0.08, 0.81], [-0.12, 0.57, -1.17], [-1.05, 0.08, -0.70], [-0.77, -0.03, 0.53], [0.21, 2.88, 0.71], [-1.34, 0.63, -0.84], [-0.93, -0.09, 0.77], [0.38, -0.16, -1.12], [-3.54, -1.07, 0.70], [-0.57, 0.99, -0.48]],
  "lowdin_charge": [0.021, -0.084, -0.109, -0.102, -0.114, 0.124, -0.100, 0.080, 0.110, 0.110, 0.117, 0.055, 0.142, 0.101, 0.133, 0.126, 0.256, 0.135]
}


Number 2 is which compound?
C5H11FN